1.
Computed, not measured: C10H20MgNO4 as an isolated structure at a distorted geometry, with ωB97M-V/def2-TZVPD.

XYZ file:
```
36
Properties=species:S:1:pos:R:3
Mg -7.40276 -0.88284 -0.48287
O -0.54161 1.59271 0.02991
O 2.61137 1.62540 -2.12716
O 1.44876 3.15320 -1.23060
O -4.07129 0.99979 -0.58453
N 2.63264 -0.11020 -0.11030
C 1.94798 2.06111 -1.11630
C 4.09362 0.05192 0.01692
C -5.18033 -1.16758 -0.68653
C 0.49296 0.79797 0.63077
C -4.63463 -0.00203 0.20324
C 4.41767 -2.45456 0.65209
C -1.73436 0.83230 0.04999
C -3.02072 1.71204 0.09255
C 4.73982 -1.32290 -0.39023
C 1.91904 1.15794 0.12396
H 4.41424 0.24789 1.06891
H 5.81348 -1.23534 -0.62430
H -4.37316 -1.74952 -1.16830
H 2.46710 1.69041 0.93693
H -3.95109 -0.47152 0.93631
H -1.78826 0.17949 -0.85252
H -3.31389 1.82421 1.16277
H 2.36736 -0.68505 0.69522
H -2.88071 2.73268 -0.30075
H 4.20743 -1.61330 -1.32063
H 3.75556 -2.09350 1.46989
H -1.77394 0.15355 0.93615
H -5.49415 0.41957 0.79583
H -5.90772 -0.79825 -1.48289
H 0.30990 -0.25822 0.32172
H 3.92786 -3.30950 0.14331
H 0.37798 0.88690 1.73398
H 4.48652 0.80832 -0.68213
H 5.32829 -2.87641 1.12016
H -5.69097 -1.89669 0.03944
```

Calculated values
Highest occupied orbital energy   -9.86 eV
Gap between HOMO and LUMO   1.4 eV
Total energy   -948.2735 Ha
Total charge   +1
LUMO level   -0.31076 Ha

2.
Computed, not measured: C10H20MnN2Si as an isolated structure at a distorted geometry, with ωB97M-V/def2-TZVPD.

XYZ file:
```
34
Properties=species:S:1:pos:R:3
Mn -0.19687 0.56306 -1.67502
Si 0.09645 1.86824 1.70694
N 0.19737 -1.23431 -0.66270
N 0.37566 0.67028 0.41409
C 1.52568 1.81073 2.90335
C 0.09679 0.24511 -4.59971
C -0.61261 -3.01582 -2.05136
C -1.51624 1.46497 2.55225
C 0.74530 -1.43306 1.69986
C 0.14821 -3.37091 0.37287
C 0.58306 -2.80014 1.57693
C 0.48124 -0.64720 0.55308
C 0.01749 3.50427 0.82181
C -0.09048 -2.54028 -0.73303
H -2.35523 1.51894 1.84421
H -1.69261 2.19985 3.34935
H -0.81150 3.48659 0.09728
H -0.12969 4.34737 1.50699
H 2.44326 2.09415 2.36592
H -1.59561 -2.58653 -2.30483
H 1.17927 0.37852 -4.56820
H -0.38904 0.56685 -3.62279
H -1.51445 0.46951 3.01104
H 0.98085 -0.93425 2.64087
H 0.06478 -2.72820 -2.86363
H -1.69775 1.00224 -2.17086
H 0.02021 -4.44342 0.25884
H -0.31721 0.87491 -5.39138
H 1.37957 2.53099 3.72267
H 1.67771 0.82092 3.35312
H -0.15113 -0.79811 -4.81662
H -0.69915 -4.10487 -2.01930
H 0.78784 -3.42888 2.44029
H 0.96884 3.64848 0.28767
```

Calculated values
Highest occupied orbital energy (spin up / spin down)   -7.43 / -7.53 eV
Energy above the lowest of the compared OMol25 structures with the same formula, charge and spin   9.3 kJ/mol
Gap between HOMO and LUMO (spin up / spin down)   7.7 / 7.5 eV
Total energy   -1943.0499 Ha
Total charge   0
Expectation value of S²   8.7592
2S+1   6
LUMO level (spin up / spin down)   0.00916 / -0.00082 Ha

3.
Computed, not measured: one molecule with the formula C10H20N2O2 at a distorted geometry, with ωB97M-V/def2-TZVPD.

XYZ file:
```
34
Properties=species:S:1:pos:R:3
O -4.12301 -0.23743 -0.07139
O -0.20004 0.42073 1.83920
N 0.57870 0.13300 -0.42452
N 1.18180 2.11725 0.91544
C 1.53158 -2.56226 0.63777
C 0.35738 0.92740 0.71341
C -0.31683 -1.13586 -0.67297
C 0.00164 -2.30304 0.26659
C -1.92607 -0.88005 -0.82975
C -0.65177 3.58866 -0.51010
C 2.39677 -1.58739 -0.44580
C 1.00277 2.92267 -0.14208
C 2.06830 -0.14349 -0.51658
C -2.81175 -0.57163 0.46533
H -2.02932 -0.02691 -1.48952
H 2.53665 0.29129 -1.53248
H -0.29166 -2.03404 1.34051
H -4.56752 -0.37108 0.83124
H 3.37271 -1.37055 0.03151
H 2.33928 -2.12230 -1.27580
H -2.22806 -1.90069 -1.08165
H 1.70252 -2.65247 1.78509
H -1.08730 3.87160 0.31211
H -3.00836 -1.57942 1.12426
H 1.71149 3.74273 0.01896
H 1.29879 2.19653 -0.94656
H 1.08780 2.29287 1.89654
H -2.59746 0.32284 0.86347
H -0.41944 -3.48056 0.14952
H -0.99441 2.60339 -0.79108
H 2.58855 0.22014 0.34415
H 0.13198 -1.36068 -1.79942
H -0.50758 4.35426 -1.27531
H 1.87187 -3.68553 0.26992
```

Calculated values
Highest occupied orbital energy   -8.86 eV
Energy above the lowest of the compared OMol25 structures with the same formula, charge and spin   851.5 kJ/mol
Structure (SMILES)   CCNC(=O)N1CCCC[C@H]1CCO
Gap between HOMO and LUMO   9.6 eV
Total energy   -652.7621 Ha
Total charge   0
LUMO level   0.02900 Ha

> Which value of total charge does entry 2 give?

0

Please write out number 2 again, unchanged.
Computed, not measured: C10H20MnN2Si as an isolated structure at a distorted geometry, with ωB97M-V/def2-TZVPD.

XYZ file:
```
34
Properties=species:S:1:pos:R:3
Mn -0.19687 0.56306 -1.67502
Si 0.09645 1.86824 1.70694
N 0.19737 -1.23431 -0.66270
N 0.37566 0.67028 0.41409
C 1.52568 1.81073 2.90335
C 0.09679 0.24511 -4.59971
C -0.61261 -3.01582 -2.05136
C -1.51624 1.46497 2.55225
C 0.74530 -1.43306 1.69986
C 0.14821 -3.37091 0.37287
C 0.58306 -2.80014 1.57693
C 0.48124 -0.64720 0.55308
C 0.01749 3.50427 0.82181
C -0.09048 -2.54028 -0.73303
H -2.35523 1.51894 1.84421
H -1.69261 2.19985 3.34935
H -0.81150 3.48659 0.09728
H -0.12969 4.34737 1.50699
H 2.44326 2.09415 2.36592
H -1.59561 -2.58653 -2.30483
H 1.17927 0.37852 -4.56820
H -0.38904 0.56685 -3.62279
H -1.51445 0.46951 3.01104
H 0.98085 -0.93425 2.64087
H 0.06478 -2.72820 -2.86363
H -1.69775 1.00224 -2.17086
H 0.02021 -4.44342 0.25884
H -0.31721 0.87491 -5.39138
H 1.37957 2.53099 3.72267
H 1.67771 0.82092 3.35312
H -0.15113 -0.79811 -4.81662
H -0.69915 -4.10487 -2.01930
H 0.78784 -3.42888 2.44029
H 0.96884 3.64848 0.28767
```

Calculated values
Highest occupied orbital energy (spin up / spin down)   -7.43 / -7.53 eV
Energy above the lowest of the compared OMol25 structures with the same formula, charge and spin   9.3 kJ/mol
Gap between HOMO and LUMO (spin up / spin down)   7.7 / 7.5 eV
Total energy   -1943.0499 Ha
Total charge   0
Expectation value of S²   8.7592
2S+1   6
LUMO level (spin up / spin down)   0.00916 / -0.00082 Ha

Please write out number 2 again, unchanged.
Computed, not measured: C10H20MnN2Si as an isolated structure at a distorted geometry, with ωB97M-V/def2-TZVPD.

XYZ file:
```
34
Properties=species:S:1:pos:R:3
Mn -0.19687 0.56306 -1.67502
Si 0.09645 1.86824 1.70694
N 0.19737 -1.23431 -0.66270
N 0.37566 0.67028 0.41409
C 1.52568 1.81073 2.90335
C 0.09679 0.24511 -4.59971
C -0.61261 -3.01582 -2.05136
C -1.51624 1.46497 2.55225
C 0.74530 -1.43306 1.69986
C 0.14821 -3.37091 0.37287
C 0.58306 -2.80014 1.57693
C 0.48124 -0.64720 0.55308
C 0.01749 3.50427 0.82181
C -0.09048 -2.54028 -0.73303
H -2.35523 1.51894 1.84421
H -1.69261 2.19985 3.34935
H -0.81150 3.48659 0.09728
H -0.12969 4.34737 1.50699
H 2.44326 2.09415 2.36592
H -1.59561 -2.58653 -2.30483
H 1.17927 0.37852 -4.56820
H -0.38904 0.56685 -3.62279
H -1.51445 0.46951 3.01104
H 0.98085 -0.93425 2.64087
H 0.06478 -2.72820 -2.86363
H -1.69775 1.00224 -2.17086
H 0.02021 -4.44342 0.25884
H -0.31721 0.87491 -5.39138
H 1.37957 2.53099 3.72267
H 1.67771 0.82092 3.35312
H -0.15113 -0.79811 -4.81662
H -0.69915 -4.10487 -2.01930
H 0.78784 -3.42888 2.44029
H 0.96884 3.64848 0.28767
```

Calculated values
Highest occupied orbital energy (spin up / spin down)   -7.43 / -7.53 eV
Energy above the lowest of the compared OMol25 structures with the same formula, charge and spin   9.3 kJ/mol
Gap between HOMO and LUMO (spin up / spin down)   7.7 / 7.5 eV
Total energy   -1943.0499 Ha
Total charge   0
Expectation value of S²   8.7592
2S+1   6
LUMO level (spin up / spin down)   0.00916 / -0.00082 Ha

What did the third record say?
Computed, not measured: one molecule with the formula C10H20N2O2 at a distorted geometry, with ωB97M-V/def2-TZVPD.

XYZ file:
```
34
Properties=species:S:1:pos:R:3
O -4.12301 -0.23743 -0.07139
O -0.20004 0.42073 1.83920
N 0.57870 0.13300 -0.42452
N 1.18180 2.11725 0.91544
C 1.53158 -2.56226 0.63777
C 0.35738 0.92740 0.71341
C -0.31683 -1.13586 -0.67297
C 0.00164 -2.30304 0.26659
C -1.92607 -0.88005 -0.82975
C -0.65177 3.58866 -0.51010
C 2.39677 -1.58739 -0.44580
C 1.00277 2.92267 -0.14208
C 2.06830 -0.14349 -0.51658
C -2.81175 -0.57163 0.46533
H -2.02932 -0.02691 -1.48952
H 2.53665 0.29129 -1.53248
H -0.29166 -2.03404 1.34051
H -4.56752 -0.37108 0.83124
H 3.37271 -1.37055 0.03151
H 2.33928 -2.12230 -1.27580
H -2.22806 -1.90069 -1.08165
H 1.70252 -2.65247 1.78509
H -1.08730 3.87160 0.31211
H -3.00836 -1.57942 1.12426
H 1.71149 3.74273 0.01896
H 1.29879 2.19653 -0.94656
H 1.08780 2.29287 1.89654
H -2.59746 0.32284 0.86347
H -0.41944 -3.48056 0.14952
H -0.99441 2.60339 -0.79108
H 2.58855 0.22014 0.34415
H 0.13198 -1.36068 -1.79942
H -0.50758 4.35426 -1.27531
H 1.87187 -3.68553 0.26992
```

Calculated values
Highest occupied orbital energy   -8.86 eV
Energy above the lowest of the compared OMol25 structures with the same formula, charge and spin   851.5 kJ/mol
Structure (SMILES)   CCNC(=O)N1CCCC[C@H]1CCO
Gap between HOMO and LUMO   9.6 eV
Total energy   -652.7621 Ha
Total charge   0
LUMO level   0.02900 Ha